[1]
Computed, not measured: C31H19AuBrF4NO5P as an isolated structure, with ωB97M-V/def2-TZVPD.

Structure (XYZ):
```
63
C31H19AuBrF4NO5P ωB97M-V/def2-TZVPD
Au 0.0425 -1.3253 -0.6908
O 3.5759 -3.1442 -0.8630
C 2.4219 -2.8367 -0.8090
O 2.0063 -1.5690 -0.8136
C 1.3260 -3.8807 -0.7891
C 1.5989 -5.2304 -0.8268
C 0.5295 -6.1162 -0.8243
C -0.7683 -5.6266 -0.7884
C -0.9708 -4.2590 -0.7500
N 0.0683 -3.4242 -0.7465
H 2.6302 -5.5521 -0.8599
H 0.7072 -7.1827 -0.8537
H -1.6201 -6.2910 -0.7914
H -1.9527 -3.8048 -0.7253
F -4.7024 3.9280 -0.9605
C -3.5655 3.2671 -0.8802
C -2.7468 3.4279 0.2193
F -3.0891 4.2502 1.1940
C -1.5584 2.7186 0.2941
F -0.8099 2.9260 1.3734
C -1.1583 1.8475 -0.7130
P 0.4108 0.9553 -0.6946
C 1.4510 1.2404 0.7368
C 1.0225 0.8869 2.0176
C 1.8968 0.9879 3.0818
C 3.2004 1.4260 2.8762
C 3.6307 1.7642 1.6031
C 2.7624 1.6657 0.5265
C 1.2942 1.5328 -2.1477
C 1.2173 2.9031 -2.4031
C 1.8998 3.4382 -3.4822
C 2.6492 2.6090 -4.3062
C 2.7252 1.2477 -4.0492
C 2.0500 0.7034 -2.9684
C -2.0023 1.7052 -1.8303
Br -1.5970 0.5960 -3.2910
C -3.1879 2.4050 -1.9023
F -3.9959 2.2775 -2.9416
H 0.0079 0.5548 2.1921
H 1.5582 0.7231 4.0744
H 3.8821 1.5016 3.7129
H 4.6451 2.1015 1.4408
H 3.1100 1.9209 -0.4649
H 0.6280 3.5522 -1.7658
H 1.8423 4.4993 -3.6821
H 3.1768 3.0273 -5.1529
H 3.3120 0.6057 -4.6918
H 2.1216 -0.3550 -2.7639
O -3.6847 1.1325 2.2440
C -2.7417 0.2498 2.6009
C -2.2560 0.3051 3.9101
C -1.3402 -0.6270 4.3500
C -0.8793 -1.6343 3.4996
C -1.3162 -1.6575 2.1932
C -2.2198 -0.7033 1.7080
C -2.6883 -0.6934 0.3002
O -3.7383 -0.1631 -0.0180
O -1.9471 -1.2782 -0.6337
H -4.0446 0.8324 1.3814
H -2.6481 1.0704 4.5663
H -0.9980 -0.5898 5.3763
H -0.1940 -2.3882 3.8611
H -0.9791 -2.4532 1.5409
```

Properties
HOMO level ... -11.483 eV
Multiplicity ... 1
Relative energy (zero: lowest compared OMol25 entry of this formula, charge and spin) ... 0.0 kJ/mol
Calculated total energy ... -5074.0098 Eh
LUMO level ... -4.52 eV
Total charge ... +1
Kohn-Sham gap ... 0.25598 Eh



[2]
Computed, not measured: C31H20Cl4N5O10W as an isolated structure, with ωB97M-V/def2-TZVPD.

Structure (XYZ):
```
71
C31H20Cl4N5O10W ωB97M-V/def2-TZVPD
W 1.6453 -0.7019 -0.2827
C 2.2906 -4.1890 -0.9222
O 1.3371 -3.1476 -0.7273
C 0.0101 -3.3850 -0.9948
C -0.4632 -4.3738 -1.8300
C -1.8401 -4.4795 -2.0296
C -2.6982 -3.5982 -1.3947
C -2.2066 -2.5983 -0.5615
C -0.8411 -2.4785 -0.3545
N -0.2097 -1.5068 0.4494
N -1.0975 -0.8085 1.1596
C -0.6894 0.1691 1.9885
C 0.6486 0.5334 2.2337
O 1.6373 -0.0767 1.5874
C 0.9602 1.5666 3.1433
C -0.0199 2.2880 3.7572
C -1.3933 1.9981 3.5052
C -2.4251 2.7753 4.0757
C -3.7420 2.4886 3.8364
C -4.0775 1.3912 3.0230
C -3.0944 0.6284 2.4483
C -1.7310 0.9207 2.6589
H 1.9298 -5.1001 -0.4407
H 3.2095 -3.8435 -0.4568
H 2.4570 -4.3623 -1.9889
H 0.2219 -5.0400 -2.3344
H -2.2268 -5.2412 -2.6926
H -3.7649 -3.6715 -1.5603
H -2.8673 -1.8932 -0.0799
H 2.0079 1.7837 3.3079
H 0.2340 3.0924 4.4362
H -2.1520 3.6145 4.7043
H -4.5222 3.1002 4.2706
H -5.1178 1.1569 2.8375
H -3.3452 -0.2059 1.8091
Cl 3.0549 -3.3704 -6.5571
C 2.2746 -2.5983 -5.2201
C 0.9254 -2.2749 -5.2910
Cl 0.0077 -2.6503 -6.7082
C 0.2983 -1.6449 -4.2088
Cl -1.3750 -1.2325 -4.2349
C 1.0365 -1.3531 -3.0782
O 0.5689 -0.7685 -1.9856
C 2.3929 -1.6856 -2.9923
O 2.9546 -1.3801 -1.8444
C 3.0140 -2.3047 -4.0686
Cl 4.6864 -2.7158 -3.9250
N 3.2883 0.6663 -0.3576
N 4.2542 0.1291 0.5367
C 4.2470 -1.2296 0.8123
O 5.2160 -1.7913 1.2746
O 3.0749 -1.8052 0.6078
H 3.7091 0.6835 -1.2920
H 2.7925 1.5574 -0.0951
H 5.1455 0.6010 0.6072
O 2.1654 2.5051 0.3100
C 0.9357 2.2219 0.0930
O 0.5939 1.1108 -0.4229
C -0.1283 3.1959 0.4825
C 0.2044 4.4098 1.0750
C -0.7976 5.2750 1.4928
C -2.1286 4.9273 1.3256
C -2.4318 3.7199 0.7187
C -1.4591 2.8403 0.2922
N -3.8529 3.3611 0.5217
O -4.0974 2.3559 -0.1200
O -4.6899 4.0989 1.0179
H 1.2486 4.6496 1.2184
H -0.5434 6.2193 1.9548
H -2.9319 5.5727 1.6490
H -1.7180 1.8988 -0.1698
```

Properties
HOMO level (alpha / beta) ... -3.865 / -5.189 eV
Multiplicity ... 3
Relative energy (zero: lowest compared OMol25 entry of this formula, charge and spin) ... 123.9 kJ/mol
Calculated total energy ... -4127.4979 Eh
LUMO level (alpha / beta) ... 1.50 / 1.44 eV
Total charge ... -1
Kohn-Sham gap (alpha / beta) ... 0.19709 / 0.24363 Eh



[3]
Computed, not measured: C31H20N4O9Rh as an isolated structure, with ωB97M-V/def2-TZVPD.

Structure (XYZ):
```
65
C31H20N4O9Rh ωB97M-V/def2-TZVPD
Rh -0.1978 0.1844 1.0232
O 2.9411 0.8467 -3.2749
C 2.0424 1.8342 -3.4296
C 2.1446 2.6203 -4.5789
C 1.2543 3.6506 -4.8064
C 0.2387 3.9230 -3.8934
C 0.1320 3.1467 -2.7560
C 1.0199 2.1001 -2.5027
C 0.8359 1.3002 -1.2727
O -0.1424 1.5581 -0.4927
N 1.6955 0.3245 -1.0273
N 1.3921 -0.3233 0.1272
C 2.1207 -1.5490 0.2422
C 1.9555 -2.2844 1.5386
C 2.8990 -3.3003 1.7371
C 2.8782 -4.1358 2.8314
C 1.8688 -3.9486 3.7787
C 0.9373 -2.9536 3.6183
C 0.9392 -2.0726 2.5048
O 0.0091 -1.1569 2.4987
H 2.7428 0.3968 -2.4167
H 2.9394 2.3941 -5.2779
H 1.3518 4.2491 -5.7042
H -0.4584 4.7312 -4.0702
H -0.6453 3.3293 -2.0259
H 3.1735 -1.3718 0.0218
H 3.6674 -3.4274 0.9802
H 3.6237 -4.9104 2.9514
H 1.8184 -4.5875 4.6532
H 0.1559 -2.7942 4.3508
O -3.7788 1.9894 1.9014
C -2.8315 1.2647 1.6247
O -1.6357 1.3235 2.0449
C -3.0894 0.0859 0.6881
C -4.3644 -0.1195 0.1160
C -4.5657 -1.2167 -0.6600
C -3.5229 -2.1648 -0.8159
C -3.6746 -3.3697 -1.5407
C -2.6554 -4.2785 -1.5963
C -1.4437 -4.0292 -0.9169
C -1.2612 -2.8656 -0.2253
C -2.2889 -1.9010 -0.1856
N -2.0894 -0.7380 0.5032
H -5.1241 0.6210 0.3194
H -5.5197 -1.3979 -1.1422
H -4.6182 -3.5631 -2.0376
H -2.7796 -5.2008 -2.1494
H -0.6506 -4.7657 -0.9428
H -0.3457 -2.6628 0.3098
O 3.6399 -2.5988 -1.8520
C 2.4360 -2.6022 -1.8990
O 1.6186 -2.3829 -0.8687
C 1.6641 -2.9007 -3.1464
C 0.3767 -2.4065 -3.3242
C -0.3068 -2.6499 -4.5075
C 0.2842 -3.3995 -5.5099
C 1.5690 -3.8776 -5.3084
C 2.2800 -3.6333 -4.1507
N 2.2004 -4.6744 -6.3750
O 1.5479 -4.8958 -7.3772
O 3.3353 -5.0640 -6.1962
H -0.0769 -1.8223 -2.5359
H -1.3044 -2.2552 -4.6445
H -0.2245 -3.6140 -6.4377
H 3.2899 -3.9950 -4.0265
```

Properties
HOMO level (alpha / beta) ... -5.151 / -5.149 eV
Multiplicity ... 1
Relative energy (zero: lowest compared OMol25 entry of this formula, charge and spin) ... 21.2 kJ/mol
Calculated total energy ... -2200.1540 Eh
LUMO level (alpha / beta) ... 1.28 / 1.28 eV
Total charge ... -1
Kohn-Sham gap (alpha / beta) ... 0.23642 / 0.23634 Eh



[4]
Computed, not measured: C31H22Cl5HgN4O2S5 as an isolated structure, with ωB97M-V/def2-TZVPD.

Structure (XYZ):
```
70
C31H22Cl5HgN4O2S5 ωB97M-V/def2-TZVPD
Hg -0.3682 -0.6854 -0.7731
C 0.3448 3.0976 0.5361
C 0.3074 3.3506 -0.9758
S -0.4205 2.0202 -1.9741
C 0.9851 1.6362 -3.0634
C 2.3724 1.4002 -2.4540
S 2.5562 -0.1823 -1.5984
C 3.0952 0.0636 0.1928
C 2.6384 1.3952 0.7900
S 0.8623 1.4745 1.1233
H 0.9402 3.8854 1.0050
H -0.6662 3.1718 0.9419
H -0.2871 4.2494 -1.1500
H 1.3066 3.5527 -1.3594
H 0.6666 0.7421 -3.6052
H 1.0844 2.4419 -3.7961
H 3.0801 1.3916 -3.2870
H 2.6886 2.2202 -1.8127
H 2.9140 -1.9350 0.4392
H 4.9364 -0.8552 -0.3769
H 3.1939 1.5448 1.7182
H 2.9292 2.1979 0.1120
O -1.1299 -5.5598 -0.3799
C -1.5561 -4.4275 -0.3809
O -1.3611 -3.6318 0.6703
C -2.4519 -3.9346 -1.4937
C -3.7073 -4.5373 -1.5438
C -4.6395 -4.1773 -2.5019
C -4.3083 -3.2063 -3.4372
C -3.0525 -2.6260 -3.4117
C -2.0989 -2.9772 -2.4528
S -0.4724 -2.2992 -2.6062
H -3.9453 -5.2929 -0.8050
H -5.6177 -4.6419 -2.5106
H -5.0283 -2.8955 -4.1845
H -2.7836 -1.8729 -4.1412
S 2.9633 -1.4358 6.9382
N 1.4541 -1.5808 6.2922
C 1.5757 -1.4546 4.9865
C 0.5419 -1.4520 3.9976
C -0.8383 -1.4788 4.1980
C -1.9039 -1.3911 3.3657
C -2.1071 -2.4278 0.7242
N -0.0460 -1.1871 1.8002
C 0.9813 -1.3329 2.6548
C 2.2857 -1.1683 2.2076
N 2.4702 -1.0940 0.7962
C 4.6251 -0.0277 0.2741
C 5.2048 -0.2170 1.6572
C 4.6638 -0.6613 2.8182
C 3.3194 -1.0508 3.1612
C 2.9624 -1.2367 4.5430
N 3.8205 -1.2055 5.5585
H -1.1134 -1.5772 5.2515
H -2.9435 -1.4708 3.6375
H -3.0184 -2.3237 0.1673
H 5.0630 0.8705 -0.1815
H 6.2667 0.0113 1.6977
H 5.3482 -0.6977 3.6599
Cl -1.5305 -1.1372 1.6353
C -2.1615 0.1235 1.1000
C -2.8917 1.3287 0.8906
C -3.6870 1.5881 -0.2520
Cl -3.9127 0.4739 -1.5531
C -4.2300 2.8689 -0.1642
Cl -5.2174 3.6538 -1.3473
C -3.7989 3.4310 1.0467
Cl -4.1671 5.0232 1.6123
C -2.9916 2.4900 1.6880
Cl -2.2031 2.7149 3.2136
```

Properties
HOMO level (alpha / beta) ... -0.302 / -1.185 eV
Multiplicity ... 2
Relative energy (zero: lowest compared OMol25 entry of this formula, charge and spin) ... 0.0 kJ/mol
Calculated total energy ... -6008.8681 Eh
LUMO level (alpha / beta) ... 3.68 / 3.67 eV
Total charge ... -2
Kohn-Sham gap (alpha / beta) ... 0.14622 / 0.17857 Eh



[5]
Computed, not measured: C31H23AsCl2F8MoN4O9S2 as an isolated structure, with ωB97M-V/def2-TZVPD.

Structure (XYZ):
```
81
C31H23AsCl2F8MoN4O9S2 ωB97M-V/def2-TZVPD
Mo 0.4889 0.5633 -0.1899
O -0.8598 -1.2860 2.1009
As -1.8802 2.0870 1.6721
O -2.6883 0.6355 1.8388
O -0.4955 1.5526 0.7348
C -0.8173 2.1184 3.4188
C -1.5649 2.1172 4.5880
C -0.9745 2.2268 5.8346
C 0.4002 2.3651 5.9189
C 1.1665 2.3956 4.7696
C 0.5650 2.2658 3.5198
S 2.4198 1.0461 2.1339
O 1.3475 2.3247 2.4121
O 2.7568 0.5357 3.4631
O 1.4972 0.0257 1.4509
H -1.5200 -0.5325 2.0627
H -2.6396 1.9934 4.4817
H -1.5777 2.2029 6.7335
H 0.8827 2.4658 6.8828
H 2.2388 2.5051 4.8175
N -0.8199 4.1699 -7.2903
C -0.9479 3.9264 -5.9217
C 0.1754 3.9889 -5.0955
C 0.0499 3.7187 -3.7491
C -1.1868 3.4056 -3.2142
C -2.3152 3.3922 -4.0091
C -2.1964 3.6632 -5.3600
S -1.1568 2.7693 -1.5451
O -0.1816 3.5684 -0.8658
O -2.4992 2.7325 -1.0349
N -0.5442 1.2965 -1.8198
C -1.3790 0.2682 -2.1199
N -1.1279 -0.7799 -1.2952
C -1.5469 -1.9925 -1.7409
C -2.3580 -2.0886 -2.8560
C -2.7425 -0.9119 -3.4795
N -2.2007 0.2831 -3.1415
H 0.1104 3.9906 -7.6400
H -1.5426 3.7434 -7.8523
H 1.1417 4.2210 -5.5232
H 0.8991 3.7310 -3.0844
H -3.2654 3.1486 -3.5632
H -3.0667 3.6440 -6.0020
H -1.2156 -2.8639 -1.1941
H -2.6967 -3.0502 -3.2122
H -3.4409 -0.8824 -4.3044
F 3.4010 0.9278 -0.3184
C 2.2803 1.7217 -0.5930
F 2.5202 2.8482 0.1344
H 2.4416 2.0288 -1.6457
Cl 3.5144 -1.8374 1.6926
C 2.2206 -2.2286 2.8202
Cl 2.3065 -3.8986 3.3389
H 1.2650 -2.0681 2.3242
H 2.3310 -1.5774 3.6863
F -5.1036 -4.9624 5.0856
C -4.2024 -4.3211 4.2825
C -3.0395 -4.9788 3.9370
C -2.1554 -4.3436 3.0817
C -2.4339 -3.0776 2.5840
C -1.5028 -2.4197 1.5915
C -3.5966 -2.4227 2.9839
C -4.4915 -3.0439 3.8384
H -2.8378 -5.9661 4.3246
H -1.2413 -4.8425 2.7958
H -2.0972 -2.1461 0.7119
H -0.7310 -3.1391 1.2958
H -3.7867 -1.4220 2.6196
H -5.4066 -2.5608 4.1524
F 4.5116 -4.7157 -3.1542
C 3.7555 -3.6960 -2.6668
C 2.8346 -3.9289 -1.6320
F 2.6941 -5.1824 -1.1490
C 2.0706 -2.8968 -1.1463
F 1.1734 -3.1385 -0.1694
C 2.1631 -1.5657 -1.6483
O 1.4495 -0.5981 -1.1676
C 3.0786 -1.3843 -2.7267
F 3.1714 -0.1454 -3.2697
C 3.8564 -2.4090 -3.2133
F 4.7169 -2.1933 -4.2377
```

Properties
HOMO level ... -1.471 eV
Multiplicity ... 1
Calculated total energy ... -6910.9750 Eh
LUMO level ... 3.93 eV
Total charge ... -2
Kohn-Sham gap ... 0.19848 Eh



[6]
Computed, not measured: C31H23BeClN7OS as an isolated structure, with ωB97M-V/def2-TZVPD.

Structure (XYZ):
```
65
C31H23BeClN7OS ωB97M-V/def2-TZVPD
Be -0.3365 0.5396 -0.5922
Cl 3.6179 3.6871 3.9951
C 2.7185 2.6375 2.9501
C 2.4445 1.3217 3.3601
C 1.7282 0.4701 2.5610
C 1.2181 0.8959 1.3171
O 0.5216 0.0573 0.5934
C 1.5136 2.2282 0.9072
C 1.1537 2.6812 -0.3963
N 0.3377 2.0038 -1.1334
C 0.0808 2.2064 -2.4987
C 0.1698 3.3414 -3.2492
C -0.1096 3.2804 -4.6363
C -0.4592 2.1089 -5.2450
C -0.5656 0.9173 -4.4836
C -0.8990 -0.3524 -5.0080
C -0.9533 -1.4363 -4.1770
C -0.7021 -1.2649 -2.8033
N -0.4004 -0.0992 -2.2791
C -0.3122 0.9862 -3.1101
C 2.2791 3.0782 1.7375
H 2.8028 0.9914 4.3259
H 1.5071 -0.5406 2.8758
H 1.6126 3.5937 -0.7778
H 0.4493 4.2857 -2.8008
H -0.0363 4.1872 -5.2202
H -0.6585 2.0774 -6.3078
H -1.0996 -0.4559 -6.0670
H -1.1909 -2.4215 -4.5500
H -0.7510 -2.1065 -2.1227
H 2.5068 4.0841 1.4079
S -1.8945 -1.2285 2.7569
C -2.7802 -2.4356 2.0624
N -2.2017 -3.6834 1.8896
C -2.8465 -4.7645 1.4077
C -4.1383 -4.6426 1.0183
C -4.6981 -3.3503 1.1570
N -4.0793 -2.3063 1.6339
H -1.2493 -3.7591 2.2199
H -2.2771 -5.6821 1.3648
H -4.7011 -5.4766 0.6332
H -5.7286 -3.1906 0.8519
C -4.3502 0.5156 -0.0965
C -3.0813 0.1263 -0.4638
N -1.9981 0.8388 -0.1296
C -2.1539 1.9351 0.6111
C -3.3882 2.4097 1.0251
C -4.5056 1.6857 0.6310
C -3.5249 3.6861 1.7509
C -2.7740 4.1909 2.7318
C -1.6836 3.5485 3.4914
C -0.8599 4.3090 4.3112
C 0.1148 3.6344 5.0280
N 0.2526 2.3129 4.9718
C -0.5965 1.6775 4.1690
N -1.5407 2.2219 3.4155
H -5.2009 -0.0852 -0.3795
H -2.9115 -0.7733 -1.0404
H -1.2532 2.4676 0.8785
H -5.4943 2.0266 0.9121
H -4.3553 4.2987 1.4146
H -3.0238 5.1921 3.0644
H -0.9739 5.3813 4.3887
H 0.8028 4.1681 5.6736
H -0.5111 0.5980 4.1263
```

Properties
HOMO level ... -10.365 eV
Multiplicity ... 1
Relative energy (zero: lowest compared OMol25 entry of this formula, charge and spin) ... 0.0 kJ/mol
Calculated total energy ... -2526.7703 Eh
LUMO level ... -3.46 eV
Total charge ... +1
Kohn-Sham gap ... 0.25375 Eh



[7]
Computed, not measured: C31H23DyN6O5S2 as an isolated structure, with ωB97M-V/def2-TZVPD.

Structure (XYZ):
```
68
C31H23DyN6O5S2 ωB97M-V/def2-TZVPD
Dy 1.0360 -0.0295 1.1111
C -0.3074 4.4320 1.4135
C -0.9594 4.2870 2.6272
C -0.4757 3.3561 3.5294
C 0.6054 2.5628 3.1610
N 1.1992 2.6564 1.9583
C 0.7632 3.5956 1.1281
C 1.1557 1.5362 4.0610
C 1.1155 1.6359 5.4507
C 1.7245 0.6460 6.2025
C 2.3701 -0.3957 5.5567
C 2.3607 -0.4335 4.1637
N 1.7490 0.5131 3.4434
C 3.1223 -1.4210 3.3749
C 3.4998 -2.6627 3.8813
C 4.3076 -3.4799 3.1137
C 4.7447 -3.0117 1.8852
C 4.3114 -1.7674 1.4530
N 3.5082 -0.9846 2.1613
H -0.6455 5.1550 0.6895
H -1.8233 4.8891 2.8661
H -0.9507 3.2061 4.4849
H 1.2959 3.6711 0.1870
H 0.6480 2.4815 5.9273
H 1.7137 0.6966 7.2807
H 2.8894 -1.1535 6.1188
H 3.1318 -2.9876 4.8389
H 4.6048 -4.4500 3.4815
H 5.3967 -3.6059 1.2679
H 4.6411 -1.3842 0.4951
C -3.0082 -4.7879 -4.1105
O -3.5424 -3.6960 -3.4047
C -3.2969 -2.4350 -3.8312
C -3.8010 -1.4328 -2.9973
C -3.5941 -0.1105 -3.2878
C -2.9067 0.2637 -4.4533
C -2.4712 -0.7368 -5.3203
C -2.6352 -2.0731 -5.0034
N -2.8082 1.6071 -4.8049
N -2.5241 2.4950 -3.9958
C -1.9966 2.2458 -2.7321
C -2.6227 2.7588 -1.6042
C -2.2138 2.4122 -0.3266
C -1.0856 1.6116 -0.0975
O -0.7586 1.1579 1.0677
C -0.2492 1.3559 -1.2571
N 1.0231 0.9271 -1.0399
C 1.7767 0.6063 -2.0767
C 1.3407 0.7149 -3.4010
C 0.0848 1.2097 -3.6463
C -0.7503 1.5746 -2.5730
H -3.3548 -5.6732 -3.5762
H -1.9136 -4.7649 -4.1073
H -3.3712 -4.8189 -5.1444
H -4.3415 -1.7341 -2.1138
H -4.0077 0.6468 -2.6388
H -1.9603 -0.4634 -6.2311
H -2.2508 -2.8185 -5.6830
H -3.5229 3.3435 -1.7325
H -2.8039 2.7142 0.5264
H 2.7861 0.2722 -1.8507
H 2.0031 0.4373 -4.2069
H -0.2574 1.3589 -4.6602
O -0.5222 -1.4468 -0.0704
S 0.4434 -2.4359 0.4519
O 1.7947 -1.8185 0.1913
O 0.3192 -3.7797 -0.0227
S 0.2635 -2.2394 2.4517
```

Properties
HOMO level (alpha / beta) ... -6.976 / -6.979 eV
Multiplicity ... 6
Calculated total energy ... -3581.3963 Eh
LUMO level (alpha / beta) ... -0.50 / -0.50 eV
Total charge ... 0
Kohn-Sham gap (alpha / beta) ... 0.23814 / 0.23815 Eh



Which of these has the lowest calculated total energy? C31H23AsCl2F8MoN4O9S2